(1)
46
Properties=species:S:1:pos:R:3:mulliken_charge:R:1 method="wB97M-V/def2-TZVPD" molar_mass_g_mol=472.94 homo_lumo_gap_ev=8.5781 charge=0 smiles="CCSC1=C(C#N)[C@H](c2ccccc2Cl)[C@@H](C(=O)c2cccs2)[C@@](O)(C(F)(F)F)N1"
C -4.682 -0.889 -1.359 -1.000
C -4.971 -0.525 0.082 -0.277
H -4.938 0.553 0.241 0.165
H -5.940 -0.905 0.401 0.448
S -3.792 -1.320 1.245 -0.114
C -2.306 -0.488 0.741 0.460
C -1.375 -1.084 -0.027 -0.442
C -1.562 -2.386 -0.520 -0.737
N -1.699 -3.441 -0.951 -0.680
C -0.100 -0.380 -0.428 0.474
C 1.093 -1.287 -0.230 -0.703
C 1.187 -2.063 0.920 0.089
C 2.281 -2.875 1.149 -1.056
C 3.311 -2.920 0.225 -0.560
C 3.240 -2.155 -0.925 -0.617
C 2.137 -1.346 -1.148 0.745
Cl 2.096 -0.391 -2.594 -0.177
H 4.034 -2.180 -1.654 0.449
H 4.170 -3.551 0.395 0.431
H 2.328 -3.471 2.047 0.399
H 0.385 -2.028 1.643 0.446
C 0.107 0.900 0.412 0.342
C 1.171 1.744 -0.288 -0.084
O 0.902 2.432 -1.247 -0.635
C 2.530 1.599 0.200 -0.051
C 3.650 2.083 -0.436 -0.390
C 4.841 1.763 0.229 -0.618
C 4.622 1.047 1.369 -0.322
S 2.964 0.747 1.649 -0.081
H 5.347 0.677 2.067 0.478
H 5.818 2.047 -0.116 0.443
H 3.588 2.638 -1.355 0.521
H 0.447 0.618 1.413 0.727
C -1.187 1.695 0.668 -0.159
N -2.165 0.788 1.218 -0.088
H -2.941 1.176 1.734 0.448
O -0.870 2.682 1.593 -0.619
H -1.597 3.307 1.712 0.507
C -1.827 2.385 -0.585 0.609
F -1.348 3.598 -0.828 -0.251
F -1.793 1.664 -1.699 -0.224
F -3.148 2.580 -0.313 -0.320
H -0.167 -0.106 -1.488 1.135
H -4.629 -1.969 -1.476 0.319
H -5.473 -0.504 -1.998 0.385
H -3.737 -0.462 -1.690 0.183



(2)
47
Properties=species:S:1:pos:R:3:mulliken_charge:R:1 method="wB97M-V/def2-TZVPD" molar_mass_g_mol=602.66 homo_lumo_gap_ev="6.3840 / 7.2184" charge=+1 spin_multiplicity=2
Ti 0.089 0.658 0.158 0.514
Cl -6.535 0.950 -0.173 -0.244
C -4.891 0.539 0.196 0.501
C -4.606 -0.687 0.699 -0.469
C -3.284 -1.043 1.045 -0.315
I -2.914 -2.927 1.817 0.038
C -2.240 -0.164 0.900 0.268
O -0.993 -0.433 1.273 -0.284
C -2.544 1.113 0.296 0.644
N -1.486 1.974 0.060 0.174
C -1.717 3.165 -0.437 -0.350
C -3.007 3.616 -0.744 -0.887
C -4.060 2.774 -0.558 -0.693
C -3.859 1.480 -0.029 -0.069
H -5.409 -1.396 0.848 0.420
H -0.854 3.794 -0.613 0.489
H -3.145 4.609 -1.148 0.415
H -5.064 3.087 -0.814 0.437
C 0.910 -0.005 4.977 -0.898
N 1.573 -0.412 3.734 0.130
C 2.230 -1.628 3.555 -0.515
C 2.654 -1.686 2.295 -0.675
N 2.232 -0.501 1.667 0.658
C 1.576 0.297 2.602 0.116
S 0.862 1.807 2.353 -0.430
C 2.815 0.032 0.469 -0.015
C 4.115 -0.236 0.100 -0.610
C 4.613 0.376 -1.036 -0.614
C 3.825 1.278 -1.721 -0.812
C 2.548 1.522 -1.261 -0.114
N 2.041 0.879 -0.197 0.639
H 1.481 -0.400 5.811 0.365
H -0.107 -0.390 4.999 0.311
H 0.890 1.076 5.025 0.350
H 2.308 -2.353 4.347 0.492
H 3.159 -2.470 1.759 0.524
H 4.726 -0.895 0.700 0.544
H 5.628 0.177 -1.358 0.441
H 4.193 1.804 -2.591 0.444
H 1.904 2.247 -1.733 0.404
C 0.348 -3.012 -1.471 -0.616
O -0.014 -1.760 -2.103 -0.351
C 0.030 -0.715 -1.333 0.409
O -0.369 0.385 -1.794 -0.576
H 1.290 -3.348 -1.896 0.270
H -0.437 -3.726 -1.695 0.291
H 0.428 -2.871 -0.398 0.248



(3)
49
Properties=species:S:1:pos:R:3:mulliken_charge:R:1 method="wB97M-V/def2-TZVPD" molar_mass_g_mol=722.26 homo_lumo_gap_ev=6.3842 charge=+3
Ta -0.193 -0.522 -1.279 1.372
C 3.884 1.370 -2.160 -1.301
C 3.655 1.019 -0.729 0.340
N 4.615 1.356 0.153 -0.458
C 4.488 1.052 1.425 -0.754
C 3.399 0.367 2.001 -0.337
C 3.502 0.166 3.493 -0.720
O 2.348 -0.436 4.047 -0.497
C 2.376 0.001 1.118 0.021
C 1.235 -0.793 1.539 -0.009
N 0.183 -1.101 0.833 -0.099
C -0.773 -1.956 1.491 0.288
C -1.195 -1.744 2.797 -0.190
C -2.085 -2.635 3.380 -0.837
C -2.570 -3.726 2.672 -0.592
C -2.177 -3.943 1.355 -0.720
C -1.282 -3.048 0.802 0.510
I -0.626 -3.315 -1.166 0.215
C 2.557 0.369 -0.227 0.784
O 1.527 -0.014 -1.105 -0.666
H 4.144 2.426 -2.230 0.373
H 3.021 1.172 -2.793 0.316
H 4.733 0.800 -2.538 0.327
H 5.304 1.369 2.068 0.483
H 3.674 1.150 3.941 0.441
H 4.393 -0.441 3.684 0.461
H 2.500 -0.590 4.987 0.308
H 1.299 -1.186 2.547 1.190
H -0.829 -0.890 3.354 0.628
H -2.406 -2.473 4.400 0.443
H -3.263 -4.413 3.138 0.438
H -2.559 -4.791 0.802 0.428
N -0.396 -0.548 -3.214 -0.468
C -0.408 -0.694 -4.412 0.924
C -0.433 -0.828 -5.731 0.327
C 0.812 -0.754 -6.429 -0.082
N 1.814 -0.673 -6.983 -0.205
C -1.706 -1.032 -6.349 -0.118
N -2.728 -1.204 -6.843 -0.209
N -5.132 2.757 0.452 -0.287
C -4.135 3.367 -0.157 0.621
N -4.141 4.649 -0.436 -0.305
N -3.034 2.666 -0.535 -0.258
C -2.381 1.661 -0.620 0.871
N -1.669 0.699 -0.792 -0.936
H -5.970 3.253 0.723 0.251
H -5.098 1.768 0.632 0.208
H -4.917 5.249 -0.193 0.233
H -3.356 5.063 -0.917 0.247



Calculated energy above the lowest of the compared OMol25 structures with the same formula, charge and spin (kcal per mole), listed in the same order as above: 0.0 41.1 1.2